Entry 1:
{"formula": "C22H11NO12Pt", "method": "the ωB97M-V functional and the def2-TZVPD basis", "species": ["Pt", "C", "C", "C", "O", "C", "C", "C", "O", "O", "O", "H", "H", "C", "C", "C", "O", "C", "C", "C", "O", "O", "O", "H", "H", "C", "C", "C", "O", "C", "C", "C", "O", "O", "O", "H", "H", "N", "C", "C", "C", "C", "H", "H", "H", "H", "H"], "positions_angstrom": [[-0.238, 1.005, 0.524], [3.611, 0.821, -3.794], [3.128, 0.945, -2.439], [3.771, 0.099, -1.271], [3.101, -0.010, -0.205], [5.017, -0.629, -1.617], [5.547, -0.461, -2.849], [4.718, 0.089, -3.991], [5.005, 0.007, -5.218], [6.769, -0.781, -2.956], [2.029, 1.538, -2.117], [3.087, 1.294, -4.611], [5.577, -0.954, -0.753], [-2.999, 1.204, 5.384], [-2.018, 1.345, 4.295], [-1.435, 2.838, 4.096], [-0.679, 2.990, 3.114], [-1.947, 3.835, 4.994], [-2.933, 3.631, 5.886], [-3.490, 2.247, 6.162], [-4.494, 1.980, 6.948], [-3.399, 4.673, 6.428], [-1.519, 0.423, 3.623], [-3.476, 0.252, 5.568], [-2.021, 4.879, 4.729], [2.142, -5.437, -1.260], [2.833, -5.156, -2.468], [2.131, -4.106, -3.461], [2.538, -3.790, -4.627], [1.015, -3.294, -2.891], [0.578, -3.608, -1.637], [1.090, -4.740, -0.794], [0.644, -5.039, 0.385], [-0.101, -2.584, -1.134], [3.785, -5.836, -2.788], [2.513, -6.331, -0.783], [0.638, -2.403, -3.370], [-4.335, 0.947, -1.002], [-4.860, 1.423, 0.155], [-4.337, 2.626, 0.415], [-3.503, 2.894, -0.644], [-3.296, 1.764, -1.409], [-4.372, 0.003, -1.360], [-5.632, 0.810, 0.598], [-4.625, 3.257, 1.243], [-2.855, 3.743, -0.806], [-2.700, 1.599, -2.294]], "multiplicity": 3, "largest_force_ev_per_a": 5.99, "charge": -4, "orbital_gap_ev": [3.59, 3.77], "e_above_lowest_kj_mol": 697.5}

Entry 2:
{"formula": "C22H12FI2N4O9Te4W", "method": "the ωB97M-V functional and the def2-TZVPD basis", "species": ["W", "O", "C", "O", "C", "C", "C", "C", "C", "N", "C", "O", "O", "H", "H", "H", "H", "Te", "Te", "Te", "Te", "I", "C", "C", "C", "I", "C", "C", "C", "C", "N", "C", "C", "O", "H", "H", "H", "H", "F", "C", "C", "N", "C", "C", "O", "O", "C", "O", "N", "C", "O", "H", "H", "H", "H"], "positions_angstrom": [[-1.470, -0.037, 0.185], [2.726, -0.098, -0.538], [1.502, 0.050, -0.011], [0.478, 0.042, -0.764], [1.333, 0.252, 1.356], [2.312, 0.381, 2.373], [1.920, 0.709, 3.636], [0.542, 0.928, 3.919], [-0.356, 0.766, 2.904], [0.000, 0.411, 1.664], [-1.846, 0.928, 3.026], [-2.391, 1.236, 4.062], [-2.449, 0.639, 1.902], [2.630, -0.219, -1.495], [3.351, 0.228, 2.117], [2.656, 0.815, 4.422], [0.183, 1.217, 4.896], [-4.983, 1.975, -0.088], [-5.785, 1.965, -2.514], [-4.941, -1.778, -2.086], [-4.199, -0.775, 0.180], [-0.048, -2.841, -3.789], [0.010, -3.343, -1.776], [0.749, -4.452, -1.329], [0.811, -4.778, 0.001], [1.917, -6.457, 0.572], [0.140, -3.990, 0.968], [0.081, -4.217, 2.365], [-0.638, -3.365, 3.154], [-1.265, -2.233, 2.594], [-1.201, -1.974, 1.308], [-0.564, -2.871, 0.504], [-0.674, -2.548, -0.880], [-1.425, -1.528, -1.182], [1.276, -5.053, -2.057], [0.592, -5.069, 2.792], [-0.718, -3.529, 4.219], [-1.805, -1.532, 3.216], [2.805, 0.869, -3.499], [2.212, 2.009, -3.099], [0.887, 2.077, -2.963], [0.257, 3.226, -2.533], [-1.186, 3.163, -2.283], [-1.434, 2.062, -1.284], [-1.852, 0.939, -1.697], [-1.155, 2.160, -0.067], [0.969, 4.352, -2.167], [0.461, 5.385, -1.793], [2.336, 4.238, -2.361], [3.074, 3.135, -2.782], [4.276, 3.184, -2.911], [0.250, 1.222, -3.156], [-1.719, 2.928, -3.203], [-1.500, 4.129, -1.897], [2.867, 5.065, -2.129]], "multiplicity": 3, "largest_force_ev_per_a": 0.51, "charge": -1, "orbital_gap_ev": [5.56, 5.12], "e_above_lowest_kj_mol": 0.0}

Entry 3:
{"formula": "C22H12IN4SeV", "method": "the ωB97M-V functional and the def2-TZVPD basis", "species": ["V", "Se", "N", "C", "C", "C", "C", "C", "N", "C", "C", "N", "C", "C", "C", "C", "C", "N", "H", "H", "H", "H", "H", "H", "I", "C", "C", "C", "C", "C", "C", "C", "C", "C", "C", "H", "H", "H", "H", "H", "H"], "positions_angstrom": [[0.343, 0.175, -0.038], [-4.304, -4.923, 3.270], [-4.468, -3.741, 1.990], [-3.318, -3.114, 1.823], [-3.089, -2.080, 0.857], [-4.106, -1.658, 0.004], [-3.807, -0.659, -0.897], [-2.526, -0.128, -0.912], [-1.525, -0.502, -0.115], [-1.806, -1.487, 0.779], [-0.751, -1.918, 1.657], [0.455, -1.312, 1.534], [1.419, -1.721, 2.351], [1.281, -2.714, 3.312], [0.063, -3.342, 3.453], [-0.976, -2.941, 2.613], [-2.275, -3.543, 2.693], [-2.624, -4.502, 3.532], [-5.080, -2.115, 0.070], [-4.543, -0.282, -1.588], [-2.336, 0.651, -1.633], [2.390, -1.251, 2.270], [2.123, -2.977, 3.929], [-0.117, -4.121, 4.177], [3.060, 0.580, 0.669], [3.354, 2.109, -0.777], [4.546, 2.752, -0.944], [4.625, 3.746, -1.931], [3.531, 4.049, -2.693], [2.303, 3.381, -2.515], [1.174, 3.689, -3.298], [0.003, 3.019, -3.094], [-0.079, 2.022, -2.106], [0.976, 1.661, -1.300], [2.192, 2.366, -1.521], [5.407, 2.513, -0.343], [5.557, 4.266, -2.078], [3.584, 4.812, -3.454], [1.253, 4.456, -4.052], [-0.872, 3.244, -3.686], [-1.037, 1.541, -2.008]], "multiplicity": 4, "largest_force_ev_per_a": 2.80, "charge": 1, "orbital_gap_ev": [3.56, 7.24]}

Entry 4:
{"formula": "C22H13BrF9N5O2Pd", "method": "the ωB97M-V functional and the def2-TZVPD basis", "species": ["Pd", "Br", "C", "C", "C", "C", "C", "C", "N", "N", "C", "C", "C", "C", "O", "C", "N", "C", "C", "C", "C", "H", "H", "H", "H", "H", "H", "H", "H", "H", "N", "C", "C", "C", "N", "H", "H", "H", "H", "F", "C", "F", "F", "C", "O", "C", "F", "F", "F", "C", "F", "F", "F"], "positions_angstrom": [[-1.808, -0.406, 0.000], [4.090, 4.716, -0.921], [4.267, 3.206, 0.203], [3.201, 2.829, 1.009], [3.310, 1.704, 1.805], [4.487, 0.951, 1.803], [5.568, 1.390, 1.043], [5.458, 2.503, 0.225], [4.756, -0.216, 2.586], [3.878, -0.917, 3.126], [2.561, -1.071, 2.638], [1.639, -1.434, 3.603], [0.258, -1.481, 3.375], [-0.237, -1.165, 2.122], [-1.510, -1.138, 1.810], [0.723, -0.912, 1.086], [0.181, -0.720, -0.151], [0.941, -0.639, -1.215], [2.336, -0.760, -1.106], [2.911, -0.879, 0.129], [2.107, -0.925, 1.293], [2.290, 3.412, 1.011], [2.486, 1.434, 2.450], [6.493, 0.830, 1.095], [6.294, 2.827, -0.379], [2.030, -1.653, 4.588], [-0.429, -1.742, 4.167], [0.437, -0.473, -2.159], [2.940, -0.746, -2.003], [3.986, -0.961, 0.213], [-3.884, -2.842, -1.723], [-4.077, -4.170, -1.833], [-3.234, -4.767, -0.926], [-2.563, -3.695, -0.312], [-2.962, -2.534, -0.805], [-4.317, -2.102, -2.248], [-4.784, -4.580, -2.533], [-3.119, -5.819, -0.735], [-1.812, -3.714, 0.462], [-4.154, 3.033, -3.095], [-3.311, 1.991, -3.100], [-2.251, 2.316, -3.837], [-3.926, 0.967, -3.712], [-2.895, 1.567, -1.661], [-2.030, 0.527, -1.758], [-4.184, 1.122, -0.878], [-5.213, 1.949, -0.898], [-4.607, -0.065, -1.332], [-3.844, 0.904, 0.437], [-2.268, 2.803, -0.917], [-1.464, 3.504, -1.717], [-3.212, 3.635, -0.452], [-1.533, 2.406, 0.130]], "largest_force_ev_per_a": 1.55, "orbital_gap_ev": 6.79, "e_above_lowest_kj_mol": 170.3}

Entry 5:
{"formula": "C22H14Cl4CoN5O4S", "method": "the ωB97M-V functional and the def2-TZVPD basis", "species": ["Co", "C", "C", "N", "N", "C", "N", "S", "C", "C", "C", "C", "C", "N", "H", "H", "H", "H", "H", "H", "H", "H", "H", "H", "Cl", "C", "C", "Cl", "C", "Cl", "C", "O", "C", "O", "C", "Cl", "O", "C", "N", "C", "O", "C", "C", "C", "C", "C", "C", "H", "H", "H", "H"], "positions_angstrom": [[-0.574, 0.658, -0.385], [-1.230, -3.321, -1.779], [-0.658, -2.006, -1.348], [-1.392, -1.076, -0.866], [-2.745, -1.318, -0.793], [-3.586, -0.270, -0.467], [-4.864, -0.722, -0.293], [-3.164, 1.305, -0.331], [0.787, -1.686, -1.499], [1.645, -2.409, -2.316], [2.947, -1.950, -2.473], [3.353, -0.810, -1.806], [2.436, -0.159, -0.988], [1.195, -0.595, -0.849], [-1.632, -3.863, -0.919], [-0.485, -3.957, -2.244], [-2.051, -3.155, -2.480], [-2.977, -2.178, -0.309], [-5.553, 0.002, -0.181], [-5.152, -1.544, -0.800], [1.314, -3.286, -2.852], [3.630, -2.479, -3.125], [4.354, -0.419, -1.918], [2.678, 0.731, -0.419], [2.998, 5.637, -3.008], [1.953, 4.263, -2.818], [1.541, 3.545, -3.924], [2.062, 3.997, -5.517], [0.697, 2.435, -3.752], [0.173, 1.492, -5.116], [0.262, 2.044, -2.493], [-0.522, 1.020, -2.270], [0.701, 2.778, -1.343], [0.294, 2.356, -0.178], [1.535, 3.877, -1.534], [2.053, 4.748, -0.127], [1.804, 0.824, 1.875], [0.731, 0.455, 2.295], [-0.423, 0.203, 1.564], [-1.340, -0.404, 2.368], [-2.410, -0.902, 2.039], [-0.819, -0.427, 3.778], [-1.378, -0.876, 4.955], [-0.612, -0.760, 6.114], [0.671, -0.221, 6.074], [1.227, 0.218, 4.873], [0.452, 0.107, 3.739], [-2.375, -1.298, 4.971], [-1.016, -1.093, 7.063], [1.241, -0.143, 6.992], [2.224, 0.634, 4.822]], "multiplicity": 2, "largest_force_ev_per_a": 0.19, "charge": -1, "orbital_gap_ev": [5.73, 5.70], "e_above_lowest_kj_mol": 0.5}

Number 4 is which compound?
C22H13BrF9N5O2Pd